A molecular structure, C48H57IN7P4SeSn. Source: OMol25; level of theory: ωB97M-V with the def2-TZVPD basis set.

Positions of all 119 atoms, in Å:
Sn 0.238 0.189 1.777
C 0.451 5.189 1.035
P 0.449 3.912 2.356
C 1.766 4.604 3.434
C -1.036 4.461 3.311
C -2.348 4.196 2.568
P -2.767 2.400 2.464
C -4.316 2.513 1.485
C -3.498 2.183 4.140
H 0.301 6.190 1.444
H -0.324 4.984 0.297
H 1.411 5.167 0.516
H 1.630 5.672 3.617
H 2.739 4.451 2.965
H 1.780 4.094 4.399
H -0.937 5.526 3.538
H -1.029 3.935 4.272
H -2.293 4.585 1.547
H -3.173 4.725 3.054
H -5.007 3.255 1.891
H -4.811 1.540 1.480
H -4.084 2.777 0.452
H -4.279 2.921 4.332
H -2.725 2.287 4.904
H -3.931 1.186 4.235
Se -3.866 -1.888 8.477
N -2.461 -0.839 8.159
C -2.264 -0.849 6.870
C -1.197 -0.100 6.214
C -0.292 0.687 6.924
C 0.688 1.369 6.236
C 0.734 1.243 4.853
N -0.128 0.502 4.169
C -1.083 -0.173 4.825
C -2.009 -0.992 4.029
N -1.828 -1.005 2.702
C -2.636 -1.735 1.950
C -3.677 -2.494 2.477
C -3.874 -2.489 3.839
C -3.027 -1.722 4.641
C -3.169 -1.653 6.090
N -4.094 -2.289 6.757
H -0.376 0.743 8.002
H 1.415 1.984 6.747
H 1.497 1.747 4.270
H -2.453 -1.718 0.881
H -4.308 -3.071 1.816
H -4.667 -3.060 4.304
I 1.319 -2.281 2.722
C 0.106 -0.012 -3.160
P -0.419 -0.610 -1.492
C -2.202 -0.958 -1.648
C -3.055 -0.044 -1.027
C -4.433 -0.184 -1.115
C -4.976 -1.253 -1.811
C -4.138 -2.175 -2.426
C -2.762 -2.026 -2.351
C 0.446 -2.207 -1.308
C 1.842 -2.164 -1.364
C 2.599 -3.299 -1.141
C 1.978 -4.499 -0.819
C 0.598 -4.544 -0.714
C -0.164 -3.406 -0.952
P -0.692 -0.645 -4.713
C -0.101 -2.381 -4.783
C 1.229 -2.744 -4.581
C 1.617 -4.071 -4.645
C 0.678 -5.056 -4.933
C -0.643 -4.707 -5.164
C -1.028 -3.374 -5.087
C 0.453 0.103 -5.944
C 0.623 -0.557 -7.163
C 1.422 -0.019 -8.158
C 2.063 1.197 -7.958
C 1.891 1.869 -6.760
C 1.091 1.327 -5.761
H 1.191 -0.143 -3.197
H -0.073 1.066 -3.139
H -2.629 0.781 -0.464
H -5.083 0.540 -0.641
H -6.050 -1.368 -1.879
H -4.560 -3.006 -2.977
H -2.121 -2.738 -2.851
H 2.349 -1.229 -1.583
H 3.679 -3.246 -1.209
H 2.568 -5.387 -0.636
H 0.105 -5.468 -0.443
H -1.239 -3.468 -0.855
H 1.972 -1.980 -4.381
H 2.651 -4.342 -4.476
H 0.982 -6.093 -4.986
H -1.373 -5.468 -5.405
H -2.062 -3.097 -5.266
H 0.134 -1.510 -7.331
H 1.545 -0.551 -9.092
H 2.687 1.618 -8.735
H 2.379 2.822 -6.597
H 0.966 1.883 -4.840
C 4.910 -1.282 1.007
N 4.727 -0.160 0.102
C 5.983 0.512 -0.223
C 3.581 0.597 0.247
N 2.782 0.512 1.269
N 3.298 1.459 -0.772
C 3.717 1.231 -2.144
C 2.214 2.403 -0.595
H 5.686 -1.929 0.597
H 3.989 -1.856 1.096
H 5.232 -0.963 2.007
H 6.581 -0.108 -0.891
H 6.561 0.693 0.689
H 5.802 1.469 -0.701
H 3.181 -0.087 1.984
H 4.242 0.284 -2.231
H 4.371 2.031 -2.501
H 2.843 1.202 -2.799
H 2.214 2.771 0.428
H 1.235 1.948 -0.789
H 2.357 3.237 -1.284

Calculated values
**Net charge**: +1
**Energy relative to the best compared isomer or geometry (same formula, charge and spin)**: 0.0 kcal/mol
**Spin multiplicity**: 1
**E**: -6525.34894 Ha

Atom charges from the Löwdin analysis, given in e for atoms 1 to 2: 0.740 -0.290


11 unconnected molecules or ions with the total composition C48H58N4O26S2. Source: OMol25; level of theory: ωB97M-V with the def2-TZVPD basis set.

Positions of all 138 atoms, in Å:
O -1.543 -3.164 -1.087
N -1.432 -4.286 -1.550
O -1.144 -5.255 -0.881
C -1.344 -4.431 -3.018
C -1.244 -3.259 -3.750
C -1.122 -3.259 -5.132
C -1.194 -4.483 -5.760
C -1.334 -5.694 -5.063
C -1.282 -5.651 -3.662
H -1.184 -2.310 -3.234
H -1.013 -2.332 -5.673
H -1.231 -4.570 -6.841
H -1.448 -6.661 -5.526
H -1.500 -6.545 -3.091
O 0.351 -0.979 -1.598
N 0.745 0.002 -1.009
O 1.708 0.676 -1.311
C 0.105 0.325 0.264
C 0.483 1.485 0.956
C -0.217 1.875 2.090
C -1.200 1.012 2.581
C -1.647 -0.062 1.834
C -1.079 -0.369 0.605
H 1.153 2.162 0.442
H -0.017 2.720 2.733
H -1.584 1.227 3.571
H -2.307 -0.773 2.318
H -1.414 -1.239 0.057
O -4.437 0.256 5.212
N -4.676 0.729 4.114
O -4.731 0.030 3.114
C -4.973 2.149 4.031
C -5.082 2.708 2.755
C -5.552 4.007 2.648
C -5.940 4.712 3.782
C -5.815 4.128 5.060
C -5.272 2.870 5.192
H -4.651 2.104 1.973
H -5.448 4.502 1.690
H -6.262 5.742 3.718
H -6.026 4.723 5.937
H -5.211 2.387 6.156
O 6.548 -4.090 -0.335
N 5.584 -3.358 -0.519
O 5.660 -2.388 -1.258
C 4.290 -3.698 0.046
C 3.151 -2.930 -0.254
C 1.911 -3.407 0.148
C 1.795 -4.550 0.929
C 2.942 -5.225 1.327
C 4.180 -4.776 0.917
H 3.182 -2.082 -0.922
H 1.041 -2.781 -0.016
H 0.802 -4.946 1.098
H 2.860 -6.114 1.937
H 5.056 -5.170 1.414
O 4.409 1.097 -0.512
S 4.406 1.911 0.674
O 3.974 1.398 1.950
O 5.840 2.613 0.872
C 5.712 3.905 1.509
C 4.313 4.410 1.090
O 3.705 3.375 0.362
H 5.704 3.575 2.550
H 6.525 4.582 1.281
H 4.393 5.329 0.502
H 3.540 4.713 1.806
O 2.931 0.020 -5.829
S 2.618 -1.387 -5.910
O 2.136 -1.925 -7.120
O 3.917 -2.261 -5.384
C 4.130 -2.023 -4.016
C 2.717 -1.798 -3.467
O 1.808 -1.835 -4.561
H 4.711 -2.865 -3.640
H 4.756 -1.175 -3.725
H 2.679 -0.804 -3.028
H 2.400 -2.568 -2.770
O 4.314 6.448 -2.134
C 4.338 5.278 -2.393
C 3.282 4.310 -2.765
C 4.035 3.103 -3.310
C 5.410 3.236 -2.709
O 5.521 4.609 -2.256
H 2.749 4.087 -1.834
H 2.513 4.662 -3.450
H 3.391 2.254 -3.087
H 4.078 3.274 -4.387
H 5.611 2.455 -1.981
H 6.156 3.186 -3.502
O 1.032 5.187 0.310
C -0.058 5.353 -0.176
C -1.177 4.309 -0.227
C -2.231 5.021 -1.137
C -1.751 6.487 -1.262
O -0.368 6.393 -0.921
H -0.801 3.519 -0.874
H -1.625 3.949 0.692
H -2.184 4.520 -2.101
H -3.200 5.068 -0.648
H -1.845 6.945 -2.241
H -2.321 7.055 -0.526
O -5.490 4.172 -0.867
C -5.099 3.078 -1.200
C -4.727 2.643 -2.597
C -4.336 1.167 -2.431
C -4.296 0.935 -0.901
O -4.866 2.114 -0.336
H -5.525 2.815 -3.317
H -3.870 3.190 -2.989
H -5.000 0.544 -3.023
H -3.309 1.077 -2.790
H -5.064 0.171 -0.761
H -3.357 0.620 -0.462
O -1.913 -2.992 2.573
C -2.313 -4.124 2.587
C -2.602 -4.950 3.829
C -3.287 -6.188 3.196
C -2.806 -6.231 1.763
O -2.452 -4.875 1.489
H -1.588 -5.089 4.215
H -3.165 -4.410 4.584
H -3.189 -7.019 3.891
H -4.355 -5.955 3.160
H -1.904 -6.846 1.724
H -3.579 -6.583 1.088
O 1.945 -0.535 6.364
C 1.536 -1.054 5.368
C 1.563 -0.512 3.963
C 1.323 -1.758 3.104
C 0.391 -2.539 4.051
O 0.778 -2.184 5.372
H 0.824 0.287 3.980
H 2.521 -0.028 3.782
H 0.943 -1.568 2.101
H 2.245 -2.306 2.896
H -0.621 -2.158 3.899
H 0.460 -3.600 3.823

Calculated values
**SMILES string**: O=[N+]([O-])c1ccccc1.O=[N+]([O-])c1ccccc1.O=[N+]([O-])c1ccccc1.O=[N+]([O-])c1ccccc1.O=S1(=O)OCCO1.O=S1(=O)OCCO1.O=C1CCCO1.O=C1CCCO1.O=C1CCCO1.O=C1CCCO1.O=C1CCCO1
**Energy relative to the best compared isomer or geometry (same formula, charge and spin)**: 40.5 kcal/mol
**Spin multiplicity**: 1
**E**: -4835.06276 Ha

Atom charges from the Löwdin analysis, given in e for atoms 1 to 2: 0.052 -0.309


A molecular structure, C48H59BF3N9RuS. Source: OMol25; level of theory: ωB97M-V with the def2-TZVPD basis set.

Positions of all 122 atoms, in Å:
Ru -1.023 0.172 -0.096
C 0.800 3.534 3.347
C 0.045 2.199 3.273
C -1.360 2.413 2.737
C 0.879 1.197 2.525
C 2.105 0.792 3.039
C 2.680 -0.060 2.113
C 4.076 -0.540 2.420
C 5.052 0.637 2.257
C 4.623 -1.770 1.716
N 1.797 -0.183 1.089
N 0.708 0.582 1.354
B 1.902 -0.973 -0.247
N 1.596 -0.056 -1.483
N 0.303 0.170 -1.823
C 0.259 0.783 -3.009
C 1.566 0.962 -3.442
C 2.391 0.423 -2.464
C 3.878 0.444 -2.679
C 4.220 -0.513 -3.828
C 4.778 0.165 -1.487
C -0.967 1.170 -3.786
C -2.239 0.531 -3.239
C -0.794 0.782 -5.260
N 0.867 -2.140 -0.333
N -0.466 -1.889 -0.380
C -1.099 -3.005 -0.749
C -0.147 -3.999 -0.943
C 1.085 -3.432 -0.668
C 2.310 -4.301 -0.660
C 2.531 -4.825 0.766
C 3.594 -3.747 -1.269
C -2.560 -3.245 -0.993
C -3.070 -4.391 -0.111
C -3.460 -2.033 -0.800
H 0.238 4.250 3.942
H 1.777 3.411 3.808
H 0.934 3.941 2.348
H -0.033 1.808 4.296
H -1.341 2.989 1.814
H -1.822 1.449 2.546
H -1.962 2.948 3.469
H 2.527 1.077 3.981
H 4.042 -0.776 3.491
H 5.116 0.945 1.218
H 4.735 1.493 2.847
H 6.044 0.336 2.584
H 4.969 -1.527 0.718
H 5.472 -2.147 2.282
H 3.867 -2.544 1.666
H 2.973 -1.415 -0.334
H 1.891 1.432 -4.347
H 4.093 1.464 -3.022
H 3.956 -1.533 -3.561
H 3.683 -0.244 -4.733
H 5.287 -0.477 -4.033
H 4.881 -0.903 -1.330
H 5.772 0.566 -1.678
H 4.376 0.629 -0.593
H -1.061 2.263 -3.724
H -2.237 -0.537 -3.455
H -2.302 0.691 -2.153
H -3.116 0.981 -3.701
H -0.571 -0.280 -5.346
H -1.710 0.991 -5.808
H 0.012 1.340 -5.727
H -0.329 -4.998 -1.276
H 2.024 -5.161 -1.274
H 2.662 -4.004 1.466
H 1.674 -5.414 1.090
H 3.416 -5.456 0.796
H 4.156 -3.161 -0.553
H 4.226 -4.573 -1.582
H 3.372 -3.143 -2.144
H -2.633 -3.578 -2.036
H -3.049 -4.110 0.941
H -4.099 -4.621 -0.378
H -2.473 -5.289 -0.233
H -3.783 -1.970 0.236
H -2.931 -1.108 -1.057
H -4.350 -2.108 -1.420
N -3.712 -1.696 3.182
C -3.289 -2.928 3.602
C -4.153 -3.767 4.314
C -3.740 -5.016 4.713
C -2.446 -5.465 4.424
C -1.565 -4.640 3.759
C -1.974 -3.375 3.342
S -0.866 -2.297 2.528
N -1.801 -1.126 1.870
C -3.061 -0.873 2.288
C -3.758 0.241 1.751
C -4.917 0.787 2.362
C -5.554 1.856 1.797
C -5.060 2.380 0.595
C -3.915 1.821 0.063
N -3.259 0.803 0.605
H -4.675 -1.461 3.382
H -5.147 -3.418 4.548
H -4.418 -5.651 5.262
H -2.135 -6.449 4.733
H -0.556 -4.960 3.550
H -5.264 0.401 3.308
H -6.416 2.297 2.274
H -5.545 3.211 0.112
H -3.511 2.217 -0.858
F 0.111 8.243 -4.506
C 0.103 8.324 -3.162
F 1.255 8.903 -2.807
F -0.876 9.190 -2.850
C -0.111 6.978 -2.529
C -1.276 6.286 -2.844
C -1.501 5.044 -2.292
C -0.558 4.485 -1.422
C 0.612 5.187 -1.115
C 0.831 6.433 -1.665
C -0.773 3.201 -0.887
C -0.990 2.098 -0.417
H -1.993 6.727 -3.520
H -2.400 4.494 -2.532
H 1.340 4.745 -0.450
H 1.728 6.984 -1.431

Calculated values
**Net charge**: +1
**Energy relative to the best compared isomer or geometry (same formula, charge and spin)**: 35.5 kcal/mol
**Spin multiplicity**: 2
**E**: -3174.64341 Ha

Atom charges from the Löwdin analysis, given in e for atoms 1 to 2: 1.299 -0.046


A molecular structure, C48H60CoIN3O2PS2Te. Source: OMol25; level of theory: ωB97M-V with the def2-TZVPD basis set.

Positions of all 119 atoms, in Å:
Co -0.212 0.786 0.553
O -1.925 0.485 -0.478
C -2.755 -0.477 -0.321
C -3.491 -0.960 -1.440
C -4.459 -1.927 -1.330
C -4.746 -2.508 -0.092
C -4.040 -2.086 1.014
C -3.062 -1.089 0.938
C -2.379 -0.660 2.144
N -1.257 0.038 2.233
C -0.986 0.212 3.565
C -1.956 -0.383 4.307
N -2.829 -0.940 3.399
H -3.272 -0.502 -2.397
H -5.004 -2.248 -2.211
H -5.514 -3.266 0.001
H -4.241 -2.567 1.967
H -0.122 0.758 3.902
H -2.105 -0.466 5.368
H -3.689 -1.405 3.617
C 4.344 1.431 1.431
C 2.973 1.418 0.784
S 1.655 1.092 1.889
C 2.771 1.632 -0.533
C 3.903 1.903 -1.492
S 1.182 1.649 -1.267
H 4.241 1.127 2.471
H 4.790 2.430 1.404
H 5.028 0.742 0.927
H 4.870 1.891 -0.989
H 3.770 2.882 -1.960
H 3.909 1.154 -2.290
I -3.949 2.719 0.829
C -3.096 3.425 -0.967
C -3.975 3.787 -1.972
C -3.444 4.213 -3.179
C -2.064 4.238 -3.325
C -1.277 3.875 -2.252
N -1.780 3.495 -1.074
H -5.043 3.739 -1.817
H -4.094 4.523 -3.987
H -1.618 4.536 -4.264
H -0.194 3.873 -2.306
O 0.351 -1.200 -0.361
P 0.989 -2.338 -1.068
C 2.790 -2.292 -0.640
C 3.014 -2.250 0.875
C 3.129 -3.637 1.499
C 4.245 -4.437 0.830
C 3.975 -4.573 -0.667
C 3.799 -3.210 -1.335
C -0.029 -3.829 -0.664
C -0.549 -3.699 0.781
C -1.069 -5.044 1.309
C -1.707 -5.840 0.171
C -0.660 -6.227 -0.890
C 0.511 -5.231 -0.914
C 0.915 -2.241 -2.920
C -0.526 -1.904 -3.372
C -0.706 -0.412 -3.643
C 0.214 0.096 -4.761
C 1.511 -0.720 -4.842
C 1.914 -1.203 -3.451
H 2.958 -1.265 -0.997
H 2.210 -1.673 1.337
H 3.946 -1.710 1.068
H 2.187 -4.184 1.396
H 3.332 -3.534 2.568
H 4.323 -5.431 1.281
H 5.202 -3.928 0.990
H 3.077 -5.175 -0.813
H 4.806 -5.097 -1.147
H 3.524 -3.359 -2.382
H 4.765 -2.694 -1.322
H -0.877 -3.679 -1.343
H -1.350 -2.962 0.792
H 0.235 -3.314 1.437
H -1.808 -4.859 2.092
H -0.261 -5.630 1.757
H -2.488 -5.220 -0.277
H -2.192 -6.739 0.558
H -1.137 -6.256 -1.873
H -0.271 -7.229 -0.688
H 1.034 -5.293 -1.872
H 1.217 -5.493 -0.125
H 1.181 -3.237 -3.300
H -1.243 -2.183 -2.597
H -0.769 -2.475 -4.275
H -0.503 0.126 -2.716
H -1.747 -0.216 -3.911
H 0.458 1.141 -4.557
H -0.301 0.057 -5.726
H 2.312 -0.107 -5.263
H 1.378 -1.581 -5.507
H 1.920 -0.336 -2.783
H 2.920 -1.626 -3.490
Te -0.101 3.489 1.102
C 0.354 3.803 3.190
C -0.588 3.528 4.176
C -0.317 3.787 5.513
C 0.914 4.308 5.883
C 1.876 4.550 4.911
C 1.594 4.305 3.576
C -1.214 5.358 1.152
C -0.919 6.293 0.162
C -1.620 7.487 0.065
C -2.644 7.763 0.961
C -2.937 6.851 1.963
C -2.220 5.666 2.061
H -1.539 3.090 3.893
H -1.068 3.576 6.267
H 1.127 4.516 6.925
H 2.850 4.932 5.193
H 2.341 4.493 2.814
H -0.128 6.076 -0.548
H -1.370 8.200 -0.712
H -3.205 8.687 0.882
H -3.739 7.053 2.664
H -2.455 4.968 2.852

Calculated values
**Net charge**: -1
**Energy relative to the best compared isomer or geometry (same formula, charge and spin)**: 17.3 kcal/mol
**Spin multiplicity**: 4
**E**: -5266.20166 Ha

Atom charges from the Löwdin analysis, given in e for atoms 1 to 2: 0.127 -0.213


Q: The highest energy relative to the best compared isomer or geometry (same formula, charge and spin) belongs to which entry?
A: C48H58N4O26S2